# 1
Computed, not measured: an isolated molecule of C3H8FN3 in a non-equilibrium geometry, with ωB97M-V/def2-TZVPD.

Values from the calculation:
**SMILES**: [H]/N=C(/NN)[C@H](C)F
**HOMO energy**: -9.422 eV
**Relative energy (zero: lowest compared OMol25 entry of this formula, charge and spin)**: 0.0 kcal per mole
**Energy**: -10427.570 eV
**Max |F|**: 1.46 eV Å⁻¹

Each line ends with the Löwdin charge.
Atoms and positions in Å:
C -0.379 -1.706 1.073  -0.0446
C 0.374 -0.408 1.039  -0.3356
C 0.427 0.322 -0.315  -0.4107
H -0.447 -2.113 2.106  0.0906
H -1.399 -1.546 0.663  0.0914
H 0.100 -2.520 0.450  0.1012
H 1.430 -0.575 1.307  0.1464
H 1.680 -0.840 -1.226  0.0491
H -1.258 1.272 0.162  0.1369
H 0.061 2.722 -1.734  0.0638
H -0.514 1.398 -2.290  0.0656
N 1.124 0.014 -1.357  0.1192
N -0.372 1.431 -0.329  -0.0647
N -0.672 2.075 -1.540  0.0176
F -0.155 0.475 1.989  -0.0261

Force components x, y, z for each atom (eV/Å):
C -0.674 -1.179 -0.534
C 1.340 0.274 -0.182
C 0.358 -0.493 -0.853
H 0.030 0.469 -0.616
H 0.491 -0.224 0.380
H -0.337 1.111 0.542
H -0.311 0.070 0.143
H -0.222 0.485 0.149
H 0.771 0.353 0.187
H 0.587 0.850 0.199
H -0.287 -0.182 0.063
N -0.374 -0.322 0.992
N -1.368 -0.066 0.427
N 0.025 -0.686 -0.822
F -0.028 -0.462 -0.073

# 2
Computed, not measured: a cluster of 2 separate species, C4H12S3 in total in a non-equilibrium geometry, with ωB97M-V/def2-TZVPD.

Values from the calculation:
**SMILES**: CCSS.CCS
**HOMO energy**: -8.816 eV
**Relative energy (zero: lowest compared OMol25 entry of this formula, charge and spin)**: 7.2 kcal per mole
**Energy**: -36848.066 eV
**Max |F|**: 2.46 eV Å⁻¹

Each line ends with the Löwdin charge.
Atoms and positions in Å:
C 3.078 0.369 0.233  -0.1975
C 2.846 -0.681 1.297  -0.6262
S 1.738 -2.008 0.712  0.6480
H 2.190 1.033 0.121  0.0560
H 3.381 0.049 -0.735  0.0551
H 3.898 1.031 0.581  0.0773
H 3.816 -1.056 1.671  0.0736
H 2.385 -0.261 2.178  0.0486
H 0.988 -1.240 -0.135  -0.1869
C -2.750 0.896 1.833  -0.1703
C -2.518 0.424 0.422  -0.6215
S -0.906 0.920 -0.306  0.3768
S -1.183 0.592 -2.321  0.3204
H -2.778 1.962 1.706  0.0602
H -1.946 0.560 2.498  0.0749
H -3.688 0.494 2.251  0.0846
H -3.322 0.700 -0.255  0.0592
H -2.434 -0.686 0.412  0.0699
H -0.800 -0.695 -2.366  -0.2019

Force components x, y, z for each atom (eV/Å):
C -0.040 2.016 1.154
C 0.214 -0.110 -0.121
S -0.041 -0.074 -0.339
H 0.475 -0.565 -0.018
H 0.082 -0.808 -0.696
H -0.408 -0.181 -0.123
H -0.531 -0.465 -0.499
H -0.184 0.408 0.115
H 0.423 -0.234 0.544
C 0.236 -0.229 -0.195
C 0.292 -2.381 -0.524
S -0.232 0.510 0.048
S -0.003 0.027 0.353
H -0.131 0.700 0.920
H -0.043 0.354 -0.101
H 0.279 0.318 -0.379
H 0.051 0.202 -0.057
H -0.416 0.552 -0.068
H -0.021 -0.040 -0.013

# 3
Computed, not measured: an isolated molecule of C6H5NOS in a non-equilibrium geometry, with ωB97M-V/def2-TZVPD.

Values from the calculation:
**2S+1**: 3
**HOMO energy (spin up / spin down)**: -4.954 / -9.141 eV
**Relative energy (zero: lowest compared OMol25 entry of this formula, charge and spin)**: 0.0 kcal per mole
**Energy**: -20672.070 eV
**Max |F|**: 6.48 eV Å⁻¹

Each line ends with the Löwdin charge.
Atoms and positions in Å:
C -4.227 0.828 0.046  -0.3056
C 0.022 -1.207 0.014  -0.1498
C -0.795 -2.285 -0.048  -0.4128
C -0.651 0.044 -0.063  -0.3059
C -1.998 -0.136 -0.190  -0.5028
C 0.069 1.350 -0.017  -0.0384
N -3.040 0.770 -0.138  0.1541
O -5.356 1.058 0.217  0.1750
S -2.440 -1.832 -0.220  0.9651
H 1.087 -1.283 0.136  0.1104
H -0.553 -3.328 0.016  0.0659
H -0.528 2.108 0.486  0.0780
H 1.014 1.227 0.508  0.0804
H 0.286 1.698 -1.027  0.0864

Force components x, y, z for each atom (eV/Å):
C -0.501 0.250 0.224
C 0.722 4.955 0.163
C -1.427 -2.398 -0.178
C 6.281 -1.454 0.688
C -5.745 0.156 -0.540
C -0.166 -0.207 -0.033
N 2.468 -0.651 0.010
O -0.223 -0.140 -0.115
S -1.778 -0.873 -0.202
H 0.228 0.106 0.006
H 0.199 -0.127 0.049
H -0.011 0.127 0.035
H -0.006 0.074 -0.017
H -0.041 0.182 -0.092

# 4
Computed, not measured: a cluster of 2 separate species, C23H38BF7N2O4S in total in a non-equilibrium geometry, with ωB97M-V/def2-TZVPD.

Values from the calculation:
**HOMO energy**: -5.546 eV
**Energy**: -66169.081 eV
**Max |F|**: 2.71 eV Å⁻¹

Each line ends with the Löwdin charge.
Atoms and positions in Å:
O 5.519 1.475 0.763  -0.3082
S 4.904 2.115 -0.383  0.6722
O 5.627 3.345 -0.672  -0.3150
C 4.628 1.092 -1.698  -0.2725
C 5.631 -0.094 -1.726  -0.2361
C 5.413 -1.144 -0.623  -0.2106
C 5.818 -2.565 -1.067  -0.1712
C 4.628 -3.389 -1.591  -0.1324
N 4.111 -4.402 -0.679  -0.0989
C 2.798 -4.767 -0.630  -0.1411
C 2.630 -5.769 0.242  -0.1207
C 3.916 -6.048 0.825  -0.0956
C 4.737 -5.150 0.255  -0.1383
B 4.891 1.907 -3.032  -0.6838
O 3.853 2.045 -3.987  0.0929
O 6.130 2.458 -3.354  0.1265
C 3.262 2.744 0.286  -0.4759
F 2.705 1.757 1.012  0.0959
F 3.566 3.767 1.114  0.1038
C 2.295 3.318 -0.772  -0.3809
F 2.894 4.383 -1.351  0.1475
F 1.971 2.457 -1.741  0.1564
C 0.956 3.864 -0.174  -0.5268
F 1.114 5.044 0.392  0.2018
F 0.074 3.985 -1.195  0.1342
F 0.388 2.990 0.671  0.1498
H 6.668 0.263 -1.777  0.1187
H 5.443 -0.612 -2.682  0.1078
H 4.407 -1.115 -0.199  0.1124
H 6.098 -0.886 0.190  0.0966
H 6.288 -3.108 -0.244  0.0880
H 6.569 -2.513 -1.861  0.1099
H 3.782 -2.766 -1.890  0.1230
H 4.948 -3.900 -2.510  0.1184
H 2.026 -4.313 -1.235  0.1121
H 1.709 -6.286 0.468  0.0828
H 4.161 -6.814 1.540  0.0865
H 5.791 -5.015 0.457  0.1132
H 3.517 2.947 -4.006  0.0800
H 5.980 3.395 -3.529  0.0999
C -7.440 -1.080 0.224  -0.0963
C -6.964 -0.727 1.632  -0.2487
C -6.304 0.651 1.744  -0.1621
C -5.175 1.022 0.789  -0.1071
N -3.805 0.418 0.979  -0.1946
C -3.161 0.813 2.293  -0.0775
C -3.548 -0.268 3.285  -0.1377
C -3.594 -1.548 2.454  -0.1281
C -3.817 -1.108 1.006  -0.0713
C -2.922 0.835 -0.188  -0.1162
C -2.545 2.306 -0.285  -0.2167
C -3.602 3.271 -0.840  -0.0842
H -6.628 -1.086 -0.505  0.0609
H -7.889 -2.073 0.221  0.0814
H -8.196 -0.370 -0.117  0.0843
H -6.306 -1.512 2.009  0.0845
H -7.829 -0.734 2.297  0.1164
H -6.014 0.841 2.777  0.1036
H -7.091 1.386 1.548  0.1300
H -5.027 2.091 0.911  0.1106
H -5.460 0.840 -0.246  0.1323
H -2.082 0.808 2.138  0.1452
H -3.488 1.812 2.573  0.1428
H -4.515 -0.069 3.742  0.1010
H -2.833 -0.338 4.103  0.1281
H -4.369 -2.229 2.803  0.1121
H -2.652 -2.090 2.532  0.1236
H -4.735 -1.468 0.553  0.1117
H -2.995 -1.464 0.390  0.1300
H -3.416 0.490 -1.098  0.1433
H -2.001 0.265 -0.070  0.1367
H -1.703 2.338 -0.976  0.1089
H -2.161 2.680 0.665  0.1040
H -4.251 2.790 -1.573  0.0800
H -3.110 4.111 -1.328  0.0808
H -4.221 3.703 -0.053  0.0660

Force components x, y, z for each atom (eV/Å):
O -1.030 -0.756 0.472
S 2.459 -0.420 -0.660
O -1.131 0.806 -0.552
C 0.661 0.576 0.083
C -1.148 -0.247 -0.034
C 1.556 -0.139 0.434
C -0.717 0.070 0.049
C 0.635 -0.353 -0.677
N -0.936 0.666 0.366
C -0.810 0.703 -1.210
C 0.137 -1.545 1.365
C -1.658 -0.224 -0.064
C 2.703 0.202 -0.073
B -0.618 -0.140 0.193
O 0.079 0.357 0.394
O -0.462 -0.020 0.341
C 1.061 -0.319 -0.491
F -0.461 0.053 -0.079
F -0.401 0.089 0.310
C -0.148 0.344 0.344
F -0.026 -0.011 -0.075
F -0.116 -0.260 0.294
C 0.098 -0.571 -1.014
F -0.235 -0.079 0.311
F -0.025 0.429 0.115
F 0.137 0.266 0.384
H 0.021 -0.311 0.239
H 0.044 0.168 0.033
H -0.025 0.014 -0.242
H -0.343 0.136 0.096
H -0.046 0.062 -0.047
H -0.029 0.109 0.088
H 0.130 0.143 0.206
H -0.107 -0.081 0.125
H 0.315 0.180 -0.158
H -0.028 0.105 -0.064
H 0.066 0.121 0.089
H -0.082 -0.011 -0.170
H -0.003 -0.039 -0.307
H 0.382 -0.057 -0.362
C -0.015 0.014 0.149
C 0.079 -0.132 -0.080
C -0.237 -0.204 0.176
C -0.164 0.288 0.271
N 0.357 -0.401 -0.161
C -0.150 -0.093 0.120
C -0.146 -0.004 0.213
C -0.008 -0.251 0.090
C 0.042 -0.170 -0.008
C 0.285 0.278 0.065
C -0.353 0.252 -0.288
C 0.029 0.076 0.173
H -0.030 -0.012 -0.038
H -0.016 0.017 -0.055
H 0.037 0.004 -0.053
H 0.000 0.009 0.011
H 0.048 0.047 0.040
H 0.051 0.026 -0.030
H 0.128 0.085 -0.135
H 0.114 0.007 -0.188
H 0.059 -0.090 0.006
H -0.024 0.086 -0.084
H 0.058 0.031 -0.085
H 0.007 0.037 -0.041
H 0.075 0.071 -0.083
H -0.027 0.039 -0.039
H 0.013 0.052 -0.051
H -0.070 0.128 0.064
H -0.024 0.173 -0.097
H -0.059 -0.006 0.039
H -0.061 -0.060 0.057
H 0.077 -0.173 0.118
H 0.094 -0.091 -0.019
H 0.008 0.020 -0.021
H 0.019 -0.043 -0.023
H -0.094 -0.028 -0.060

# 5
Computed, not measured: a structure of composition C3H9N2OS in a non-equilibrium geometry, with ωB97M-V/def2-TZVPD.

Values from the calculation:
**Charge**: +1
**HOMO energy**: -14.107 eV
**Relative energy (zero: lowest compared OMol25 entry of this formula, charge and spin)**: 120.1 kcal per mole
**Energy**: -19108.733 eV
**Max |F|**: 5.53 eV Å⁻¹

Each line ends with the Löwdin charge.
Atoms and positions in Å:
C -0.259 -0.131 0.711  -0.1437
C 1.597 -1.851 0.173  0.0127
C -2.498 1.162 -0.901  -0.2188
N 0.270 -1.146 0.150  -0.0217
N 0.825 1.361 1.183  0.1376
O -2.474 -1.340 0.097  -0.5026
S -2.183 0.051 0.497  0.9513
H 1.479 -2.620 -0.634  0.1147
H 2.456 -1.219 -0.057  0.0957
H 1.725 -2.313 1.218  0.1378
H -2.617 0.477 -1.766  0.0760
H -1.939 1.976 -1.161  0.0224
H -3.556 1.596 -0.740  0.1044
H -0.418 -1.886 -0.190  0.1667
H 0.262 2.111 1.591  0.0521
H 1.406 0.853 1.811  0.0154

Force components x, y, z for each atom (eV/Å):
C 2.169 4.887 -0.888
C 0.044 -0.631 0.680
C -3.383 -2.175 -0.574
N -0.718 -1.568 0.712
N -2.771 -4.014 -2.604
O -0.035 0.309 -0.545
S 0.525 -0.336 1.456
H 0.417 0.550 1.020
H -0.388 0.224 0.072
H -0.229 0.530 -1.721
H 0.310 0.329 0.366
H 2.202 1.886 -0.151
H 1.505 -0.910 0.288
H -0.025 1.530 0.410
H -0.188 -0.771 0.382
H 0.566 0.159 1.097

# 6
Computed, not measured: an isolated molecule of C6H6, with ωB97M-V/def2-TZVPD.

Values from the calculation:
**SMILES**: C#CCCC#C
**HOMO energy**: -10.000 eV
**Relative energy (zero: lowest compared OMol25 entry of this formula, charge and spin)**: 86.7 kcal per mole
**Energy**: -6315.441 eV
**Max |F|**: 0.51 eV Å⁻¹

Each line ends with the Löwdin charge.
Atoms and positions in Å:
C 2.909 0.476 0.456  0.1071
C 1.735 0.290 0.647  -0.1547
C 0.291 0.089 0.796  -0.2140
C -0.315 -0.518 -0.489  -0.2175
C -1.751 -0.263 -0.623  -0.1524
C -2.895 0.060 -0.814  0.1057
H 3.949 0.649 0.288  0.0235
H -0.189 1.052 1.005  0.1194
H 0.083 -0.559 1.655  0.1194
H 0.166 -0.062 -1.360  0.1202
H -0.091 -1.589 -0.535  0.1203
H -3.892 0.374 -1.027  0.0229

Force components x, y, z for each atom (eV/Å):
C -0.448 -0.085 0.081
C 0.486 0.076 -0.065
C -0.029 0.038 0.047
C 0.035 -0.008 -0.103
C -0.454 0.180 -0.130
C 0.444 -0.113 0.057
H -0.181 -0.047 0.056
H 0.098 -0.117 -0.059
H 0.029 0.099 -0.135
H 0.024 -0.056 0.118
H -0.098 0.155 0.015
H 0.094 -0.123 0.119

# 7
Computed, not measured: a cluster of 2 separate species, C2H3N3 in total in a non-equilibrium geometry, with ωB97M-V/def2-TZVPD.

Values from the calculation:
**HOMO energy (spin up / spin down)**: -8.588 / -8.589 eV
**Relative energy (zero: lowest compared OMol25 entry of this formula, charge and spin)**: 138.5 kcal per mole
**Energy**: -6586.572 eV
**Max |F|**: 6.82 eV Å⁻¹

Each line ends with the Löwdin charge.
Atoms and positions in Å:
C 0.364 0.247 -0.193  -0.0810
C -1.803 -0.594 0.192  -0.1776
N -2.512 0.600 0.514  0.0281
N -2.590 0.284 -0.681  0.0695
N 0.251 1.433 0.114  0.0279
H 1.070 -0.376 -0.696  0.0455
H -2.032 -1.448 0.664  0.0137
H 1.060 2.042 -0.138  0.0739

Force components x, y, z for each atom (eV/Å):
C -3.984 -0.582 1.100
C 4.030 4.882 -2.531
N -0.098 0.527 -0.685
N 0.011 -0.912 1.450
N 0.960 0.194 -0.501
H 0.527 -0.345 -0.164
H -0.880 -3.283 1.074
H -0.565 -0.481 0.258

# 8
Computed, not measured: an isolated molecule of C4H6N2O, with ωB97M-V/def2-TZVPD.

Values from the calculation:
**SMILES**: NC1=C=CN[C@@H]1O
**HOMO energy**: -7.434 eV
**Relative energy (zero: lowest compared OMol25 entry of this formula, charge and spin)**: 79.4 kcal per mole
**Energy**: -9270.058 eV
**Max |F|**: 0.49 eV Å⁻¹

Each line ends with the Löwdin charge.
Atoms and positions in Å:
N 0.943 -1.742 0.393  0.1486
C 0.393 -0.711 -0.275  -0.3436
C -0.517 0.216 0.526  -0.3523
O 0.117 0.741 1.664  0.0169
N -0.857 1.180 -0.497  0.0355
C -0.200 0.785 -1.641  -0.1433
C 0.516 -0.413 -1.631  -0.0687
H 1.111 -1.642 1.384  0.1032
H 1.601 -2.299 -0.133  0.1051
H -0.518 0.777 2.389  0.0997
H -1.020 2.147 -0.260  0.1345
H -0.300 1.461 -2.493  0.0998
H -1.423 -0.339 0.804  0.1646

Force components x, y, z for each atom (eV/Å):
N 0.098 0.108 -0.105
C 0.116 -0.227 0.079
C -0.076 -0.210 -0.248
O -0.096 0.055 0.132
N 0.183 0.020 -0.075
C -0.089 0.181 -0.142
C -0.221 0.214 0.387
H -0.085 -0.057 -0.099
H -0.057 0.042 0.049
H 0.087 0.085 -0.092
H 0.020 -0.083 -0.042
H 0.015 -0.132 0.142
H 0.106 0.003 0.015